1.
DFT (ωB97M-V with the def2-TZVPD basis set) results for a gas-phase ion, C4H6NO3 (charge -1) at a distorted geometry.

F_max (eV/Å): 7.223
Total charge: -1
Relative energy (zero: lowest compared OMol25 entry of this formula, charge and spin) (kJ/mol): 338.78
Gap between HOMO and LUMO (eV): 8.5563

CARTESIAN COORDINATES (ANGSTROEM)
O  -2.63  -0.01  -0.74
C  -1.81  -0.42  0.17
C  -0.08  -0.11  -0.25
C  -0.93  0.45  0.95
C  1.37  0.52  0.06
O  2.36  -0.17  -0.34
O  1.54  1.59  0.72
N  0.18  -1.57  -0.44
H  -1.80  -1.41  0.45
H  -0.25  0.38  -1.26
H  -0.66  0.12  2.03
H  -0.92  1.52  0.83
H  1.18  -1.69  -0.35
H  -0.29  -1.90  -1.29

***

2.
DFT (ωB97M-V with the def2-TZVPD basis set) results for a gas-phase ion, C4H6NO3 (charge -1) at a distorted geometry.

F_max (eV/Å): 5.290
Total charge: -1
Relative energy (zero: lowest compared OMol25 entry of this formula, charge and spin) (kJ/mol): 714.32
Gap between HOMO and LUMO (eV): 5.7136

CARTESIAN COORDINATES (ANGSTROEM)
C  -0.32  0.57  -1.47
N  -0.85  -0.68  -0.82
C  1.66  -0.68  -0.26
C  0.27  -0.06  -0.24
C  -0.46  0.36  1.44
O  -1.46  -0.50  1.56
O  0.52  0.32  2.22
O  0.41  0.73  -2.51
H  -1.02  1.42  -1.22
H  -1.50  -0.74  0.15
H  2.42  0.02  -0.58
H  1.67  -1.49  -0.99
H  1.75  -1.19  0.70
H  -0.70  1.39  1.12

***

3.
DFT (ωB97M-V with the def2-TZVPD basis set) results for a gas-phase ion, C4H6NO3 (charge +1) at a distorted geometry.

F_max (eV/Å): 3.803
SMILES string: [NH2+]=C/C=C(/O)C(=O)O
Total charge: +1
Relative energy (zero: lowest compared OMol25 entry of this formula, charge and spin) (kJ/mol): 43.31
Gap between HOMO and LUMO (eV): 8.6192

CARTESIAN COORDINATES (ANGSTROEM)
N  -2.06  -0.72  -0.03
C  -1.74  0.55  0.12
C  -0.46  1.15  0.02
C  0.86  0.70  -0.03
O  1.77  1.59  -0.02
C  1.55  -0.69  -0.07
O  2.73  -0.66  0.05
O  0.78  -1.77  -0.12
H  -1.23  -1.29  -0.13
H  -3.00  -0.83  -0.36
H  -2.52  1.23  0.11
H  -0.54  2.16  0.43
H  2.58  1.13  -0.05
H  1.26  -2.54  0.08

***

4.
DFT (ωB97M-V with the def2-TZVPD basis set) results for a molecular structure, C4H6NOP at a distorted geometry.

F_max (eV/Å): 3.594
Total charge: 0
Relative energy (zero: lowest compared OMol25 entry of this formula, charge and spin) (kJ/mol): 193.42
Gap between HOMO and LUMO (eV): 9.8600

CARTESIAN COORDINATES (ANGSTROEM)
C  0.46  -0.36  3.09
C  -0.08  -1.36  2.78
C  0.56  0.79  -1.71
C  -0.91  0.52  -1.25
N  1.27  -0.32  -1.29
O  -0.84  -0.37  -0.20
P  0.53  -1.21  -0.23
H  0.74  0.52  3.64
H  0.92  1.76  -1.32
H  0.57  0.80  -2.81
H  -1.48  0.02  -1.98
H  -1.28  1.47  -1.03
H  -0.46  -2.25  2.31

***

5.
DFT (ωB97M-V with the def2-TZVPD basis set) results for a single C4H6NP molecule at a distorted geometry.

F_max (eV/Å): 4.205
Total charge: 0
Relative energy (zero: lowest compared OMol25 entry of this formula, charge and spin) (kJ/mol): 338.02
Gap between HOMO and LUMO (alpha / beta) (eV): 7.6328 / 8.5900

CARTESIAN COORDINATES (ANGSTROEM)
C  0.03  1.64  0.16
C  -1.01  -1.42  0.15
C  0.64  0.42  -0.48
C  0.42  -0.85  0.30
N  -1.14  1.99  0.17
P  -2.37  -0.45  -0.21
H  0.91  2.31  0.21
H  -1.20  -2.42  0.31
H  0.32  0.49  -1.47
H  1.66  0.62  -0.60
H  0.62  -0.73  1.36
H  1.12  -1.60  0.10

***

6.
DFT (ωB97M-V with the def2-TZVPD basis set) results for a molecular structure, C4H6NiO7 at a distorted geometry.

F_max (eV/Å): 3.824
Total charge: +2
2S+1: 3
⟨S²⟩: 2.004
Gap between HOMO and LUMO (alpha / beta) (eV): 8.7663 / 7.4337

CARTESIAN COORDINATES (ANGSTROEM)
O  0.85  -0.25  1.74
C  0.59  -0.62  0.45
C  1.16  0.36  -0.57
O  2.57  0.12  -0.65
C  2.85  -1.15  -0.49
O  2.05  -1.85  0.16
O  3.81  -1.58  -1.24
H  0.52  -0.90  2.38
H  -0.01  -1.51  0.27
H  1.05  1.40  -0.23
H  0.72  0.21  -1.56
H  3.49  -2.14  -1.96
O  -1.33  1.75  2.05
C  -1.89  1.22  1.01
O  -1.35  0.23  0.34
O  -2.93  1.72  0.52
Ni  -3.05  0.20  -0.67
H  -0.43  1.37  2.18

***

7.
DFT (ωB97M-V with the def2-TZVPD basis set) results for a single C4H6O molecule at a distorted geometry.

F_max (eV/Å): 3.322
SMILES string: C/C=C/C=O
Total charge: 0
Relative energy (zero: lowest compared OMol25 entry of this formula, charge and spin) (kJ/mol): 26.31
Gap between HOMO and LUMO (eV): 10.4518

CARTESIAN COORDINATES (ANGSTROEM)
C  1.76  -0.23  -0.06
C  0.39  0.31  -0.05
C  -0.75  -0.32  0.04
C  -2.07  0.31  0.04
O  -3.10  -0.33  -0.12
H  2.38  0.23  -0.87
H  2.21  -0.05  0.93
H  1.71  -1.28  -0.16
H  0.34  1.38  -0.15
H  -0.84  -1.44  0.20
H  -2.02  1.41  0.19

***

8.
DFT (ωB97M-V with the def2-TZVPD basis set) results for a single C4H6O molecule.

F_max (eV/Å): 0.454
Total charge: 0
Relative energy (zero: lowest compared OMol25 entry of this formula, charge and spin) (kJ/mol): 333.10
Gap between HOMO and LUMO (eV): 8.3609

CARTESIAN COORDINATES (ANGSTROEM)
O  1.93  -0.57  0.14
C  0.78  -0.22  -0.04
C  -0.35  -0.92  0.73
C  -1.70  -0.41  0.92
C  0.45  0.88  -1.02
H  -0.29  -2.00  0.54
H  -0.09  -0.86  1.82
H  -1.67  0.69  0.75
H  -0.58  0.83  -1.38
H  0.60  1.86  -0.55
H  1.15  0.81  -1.86

***

9.
DFT (ωB97M-V with the def2-TZVPD basis set) results for a molecular structure, C4H6O at a distorted geometry.

F_max (eV/Å): 1.368
Total charge: 0
Relative energy (zero: lowest compared OMol25 entry of this formula, charge and spin) (kJ/mol): 234.14
Gap between HOMO and LUMO (eV): 10.4211

CARTESIAN COORDINATES (ANGSTROEM)
C  -0.33  1.03  0.75
C  0.40  -0.26  0.54
C  -0.32  -1.21  -0.47
O  -0.26  -0.24  -1.53
C  0.31  0.67  -0.63
H  0.21  1.94  1.01
H  -1.26  1.01  1.34
H  1.23  -0.65  1.13
H  -1.35  -1.57  -0.41
H  0.33  -2.07  -0.68
H  1.04  1.36  -1.05

***

10.
DFT (ωB97M-V with the def2-TZVPD basis set) results for a single C4H6O molecule at a distorted geometry.

F_max (eV/Å): 5.314
SMILES string: OCC1C=C1
Total charge: 0
Relative energy (zero: lowest compared OMol25 entry of this formula, charge and spin) (kJ/mol): 291.75
Gap between HOMO and LUMO (eV): 10.6889

CARTESIAN COORDINATES (ANGSTROEM)
O  0.97  -0.25  -1.48
C  1.21  -0.36  -0.11
C  0.00  0.10  0.71
C  -1.38  -0.20  0.17
C  -0.94  1.04  0.07
H  -0.16  -0.63  -1.51
H  1.51  -1.38  0.17
H  2.05  0.29  0.15
H  0.16  0.15  1.79
H  -2.22  -0.81  0.19
H  -1.19  2.06  -0.15

***

11.
DFT (ωB97M-V with the def2-TZVPD basis set) results for a single C4H6O molecule at a distorted geometry.

F_max (eV/Å): 3.283
SMILES string: C1O[C@H]2C[C@@H]12
Total charge: 0
Relative energy (zero: lowest compared OMol25 entry of this formula, charge and spin) (kJ/mol): 281.04
Gap between HOMO and LUMO (eV): 10.6622

CARTESIAN COORDINATES (ANGSTROEM)
C  -0.65  -1.08  -0.40
O  0.72  -1.29  -0.14
C  0.56  0.12  0.83
C  0.74  1.05  -0.29
C  -0.63  0.42  0.02
H  -1.05  -1.40  -1.37
H  -1.23  -1.56  0.40
H  0.81  0.14  1.90
H  0.98  2.11  -0.17
H  1.29  0.52  -1.06
H  -1.54  0.95  0.27

***

12.
DFT (ωB97M-V with the def2-TZVPD basis set) results for 2 unconnected molecules or ions with the total composition C4H6O at a distorted geometry.

F_max (eV/Å): 4.504
Total charge: 0
Relative energy (zero: lowest compared OMol25 entry of this formula, charge and spin) (kJ/mol): 710.56
Gap between HOMO and LUMO (alpha / beta) (eV): 8.5863 / 8.1684

CARTESIAN COORDINATES (ANGSTROEM)
C  -0.89  1.89  1.11
C  0.03  1.39  0.38
C  -1.24  0.84  0.06
C  1.35  -1.46  -0.69
O  2.08  -0.36  -0.61
H  -1.48  2.31  1.90
H  -1.48  -0.17  0.29
H  -1.76  1.06  -0.91
H  1.94  -2.25  -0.04
H  0.97  -1.92  -1.59
H  0.49  -1.34  0.09

***

13.
DFT (ωB97M-V with the def2-TZVPD basis set) results for a single C4H6O molecule.

F_max (eV/Å): 0.337
SMILES string: C=C=COC
Total charge: 0
Relative energy (zero: lowest compared OMol25 entry of this formula, charge and spin) (kJ/mol): 181.98
Gap between HOMO and LUMO (eV): 10.1155

CARTESIAN COORDINATES (ANGSTROEM)
C  1.15  -1.61  0.92
C  1.07  -0.49  0.26
C  0.89  0.66  -0.35
O  -0.20  1.45  -0.15
C  -1.47  0.88  -0.45
H  1.63  -1.65  1.90
H  0.72  -2.53  0.53
H  1.61  1.07  -1.06
H  -1.36  -0.16  -0.76
H  -1.92  1.46  -1.26
H  -2.12  0.92  0.43

***

14.
DFT (ωB97M-V with the def2-TZVPD basis set) results for 4 unconnected molecules or ions with the total composition C4H6O at a distorted geometry.

F_max (eV/Å): 1.162
Total charge: 0
Relative energy (zero: lowest compared OMol25 entry of this formula, charge and spin) (kJ/mol): 399.62
Gap between HOMO and LUMO (eV): 9.8910

CARTESIAN COORDINATES (ANGSTROEM)
C  -0.48  0.10  0.93
C  -1.90  -0.70  -0.47
C  0.64  0.19  0.17
C  1.88  0.58  0.00
O  -3.02  -0.53  -0.57
H  -0.53  -0.87  -1.48
H  -1.09  0.98  1.13
H  -0.59  -0.70  1.65
H  0.25  -0.58  -1.23
H  2.46  0.97  0.83
H  2.38  0.55  -0.96

***

15.
DFT (ωB97M-V with the def2-TZVPD basis set) results for a single C4H6O2 molecule at a distorted geometry.

F_max (eV/Å): 1.397
SMILES string: O[C@H]1C[C@H]2O[C@@H]12
Total charge: 0
Relative energy (zero: lowest compared OMol25 entry of this formula, charge and spin) (kJ/mol): 277.70
Gap between HOMO and LUMO (eV): 11.0186

CARTESIAN COORDINATES (ANGSTROEM)
O  -1.94  0.51  -0.05
C  -0.63  0.53  0.44
C  0.04  -0.90  0.47
C  1.14  -0.31  -0.39
O  0.51  0.12  -1.60
C  0.49  1.00  -0.49
H  -1.96  -0.43  -0.20
H  -0.59  1.03  1.42
H  0.30  -1.23  1.48
H  -0.46  -1.75  -0.04
H  2.19  -0.57  -0.43
H  0.91  1.99  -0.62

***

16.
DFT (ωB97M-V with the def2-TZVPD basis set) results for a single C4H6O2 molecule at a distorted geometry.

F_max (eV/Å): 3.993
Total charge: 0
Relative energy (zero: lowest compared OMol25 entry of this formula, charge and spin) (kJ/mol): 419.14
Gap between HOMO and LUMO (eV): 9.2302

CARTESIAN COORDINATES (ANGSTROEM)
C  0.82  0.47  0.66
C  -0.31  -0.40  0.21
C  -1.50  0.16  -0.05
C  2.00  -0.45  0.53
O  -2.67  -0.32  -0.45
O  2.50  -0.39  -0.63
H  0.77  1.32  -0.01
H  0.66  0.70  1.62
H  -0.09  -1.43  -0.09
H  -1.70  1.21  0.26
H  -2.67  -1.22  -0.84
H  2.16  0.35  -1.20

***

17.
DFT (ωB97M-V with the def2-TZVPD basis set) results for a single C4H6O2 molecule.

F_max (eV/Å): 0.763
SMILES string: O=CC1(O)CC1
Total charge: 0
Relative energy (zero: lowest compared OMol25 entry of this formula, charge and spin) (kJ/mol): 156.33
Gap between HOMO and LUMO (eV): 10.5592

CARTESIAN COORDINATES (ANGSTROEM)
O  -2.00  1.19  0.07
C  -1.35  0.46  -0.66
C  -0.10  -0.26  -0.26
O  0.17  -1.43  -0.98
C  1.10  0.61  0.02
C  0.43  -0.12  1.14
H  -1.62  0.30  -1.72
H  -0.38  -2.13  -0.60
H  0.96  1.69  -0.05
H  2.03  0.22  -0.36
H  -0.17  0.46  1.84
H  0.93  -0.99  1.55

***

18.
DFT (ωB97M-V with the def2-TZVPD basis set) results for a single C4H6O2 molecule.

F_max (eV/Å): 0.348
SMILES string: O[C@H]1C[C@H]2O[C@@H]12
Total charge: 0
Relative energy (zero: lowest compared OMol25 entry of this formula, charge and spin) (kJ/mol): 241.36
Gap between HOMO and LUMO (eV): 10.9815

CARTESIAN COORDINATES (ANGSTROEM)
O  -1.32  -0.08  -1.53
C  -0.87  0.20  -0.24
C  -0.13  -0.93  0.55
C  1.05  0.03  0.70
O  1.47  0.35  -0.63
C  0.37  1.08  -0.08
H  -0.58  -0.51  -1.99
H  -1.72  0.60  0.32
H  -0.63  -1.20  1.48
H  0.11  -1.83  -0.03
H  1.78  0.12  1.49
H  0.47  2.16  -0.04

***

19.
DFT (ωB97M-V with the def2-TZVPD basis set) results for a single C4H6O2 molecule at a distorted geometry.

F_max (eV/Å): 1.155
SMILES string: O=C1CCOC1
Total charge: 0
Relative energy (zero: lowest compared OMol25 entry of this formula, charge and spin) (kJ/mol): 176.18
Gap between HOMO and LUMO (eV): 10.4866

CARTESIAN COORDINATES (ANGSTROEM)
O  -1.05  -1.83  0.00
C  -0.28  -0.97  -0.34
C  0.92  -0.53  0.43
C  0.06  0.73  0.96
O  -0.73  1.22  -0.15
C  -0.63  0.25  -1.18
H  1.75  -0.17  -0.20
H  1.32  -1.35  1.05
H  -0.67  0.43  1.72
H  0.68  1.56  1.28
H  0.19  0.55  -1.84
H  -1.57  0.11  -1.71

***

20.
DFT (ωB97M-V with the def2-TZVPD basis set) results for a single C4H6O2 molecule at a distorted geometry.

F_max (eV/Å): 2.604
SMILES string: CC1(C)OC1=O
Total charge: 0
Relative energy (zero: lowest compared OMol25 entry of this formula, charge and spin) (kJ/mol): 170.32
Gap between HOMO and LUMO (eV): 10.8960

CARTESIAN COORDINATES (ANGSTROEM)
C  1.18  -0.06  -0.77
C  0.05  -0.16  0.25
C  -0.82  1.01  0.34
O  -1.03  -1.39  -0.30
C  -0.41  -1.43  0.86
O  -0.25  -2.05  1.84
H  1.85  0.78  -0.63
H  0.80  0.12  -1.75
H  1.77  -0.96  -0.76
H  -1.11  1.42  -0.69
H  -0.30  1.89  0.70
H  -1.73  0.82  0.91